[1]
Entry from the OMol25 dataset: 2 unconnected molecules or ions with the total composition C8H16B3ClO6 (the ωB97M-V functional and the def2-TZVPD basis).

Last column: Mulliken charge in e.
Cartesian coordinates (Å):
C 4.89319 -2.06766 0.21019  -1.39
C 4.44815 -0.67686 -0.28404  0.95
C 5.27189 -0.19365 -1.47894  -1.69
C 2.95381 -0.66109 -0.63154  -1.02
C 2.04018 -0.61799 0.60933  -0.55
B 0.56503 -0.41302 0.16374  0.55
O -0.13019 -1.40268 -0.51484  -0.61
B -1.28948 -1.13924 -1.19273  0.72
O -1.92323 0.07380 -0.98285  -0.41
B -1.23512 1.07265 -0.34286  0.62
Cl -1.84051 2.71827 -0.42443  -0.28
O -0.09357 0.79985 0.35154  -0.50
H 5.27978 -2.04119 1.22907  0.27
H 5.68072 -2.47977 -0.42193  0.41
H 4.06809 -2.78350 0.20192  0.33
H 4.59112 0.03438 0.53487  0.27
H 5.22952 0.89251 -1.57544  0.38
H 6.32205 -0.47834 -1.39122  0.47
H 4.89639 -0.62200 -2.41228  0.33
H 2.72333 -1.56114 -1.21014  0.32
H 2.74508 0.19276 -1.28581  0.41
H 2.35504 0.19282 1.27148  0.28
H 2.14737 -1.55608 1.16233  0.26
H -1.76019 -1.93133 -1.93632  -0.12
C -5.11303 1.77380 1.68948  -0.25
C -5.24435 0.82328 0.51220  -0.11
O -6.66333 0.74323 0.34678  -0.35
C -7.22707 1.85119 0.88468  0.60
O -8.36429 2.16160 0.76072  -0.51
O -6.30164 2.56031 1.57533  -0.34
H -4.24301 2.42238 1.63496  0.22
H -5.12985 1.25264 2.64845  0.27
H -4.80358 1.23154 -0.39874  0.20
H -4.84829 -0.17148 0.69707  0.26

The SMILES is CC(C)CCB1OBOB(Cl)O1.O=C1OCCO1. As for the electronic energy: -35401.2332 eV. As for the largest force on an atom: 0.427 eV/A.

***

[2]
Entry from the OMol25 dataset: a molecular structure, C8H16BF2RhS4 (the ωB97M-V functional and the def2-TZVPD basis).

Last column: Mulliken charge in e.
Cartesian coordinates (Å):
Rh 0.22179 -0.52183 -0.52035  -0.19
C -1.07996 2.19215 -0.00040  -0.53
C 0.08917 2.75191 -0.81261  -0.66
S 1.19928 1.42695 -1.46136  0.09
C 2.88637 1.53286 -0.75036  -0.67
C 3.09451 0.44498 0.28687  -0.51
S 2.43995 -1.16900 -0.25413  -0.07
C 0.33537 -1.12010 1.56872  -0.77
C -0.58725 -2.29385 1.64773  -0.69
S -1.18500 -2.35231 -0.07654  0.01
C -2.84817 -1.58842 -0.00272  -0.82
C -2.84575 -0.11166 0.34035  -0.49
S -1.77130 0.72845 -0.86988  0.03
H -1.86184 2.94301 0.11790  0.52
H -0.74409 1.87560 0.98762  0.24
H 0.66630 3.45332 -0.21178  0.43
H -0.25553 3.27265 -1.70440  0.43
H 3.04722 2.53976 -0.36746  0.46
H 3.53025 1.38564 -1.61546  0.41
H 2.64497 0.71230 1.24406  0.27
H 4.16194 0.29660 0.46101  0.46
H -0.10585 -0.14314 1.78821  0.32
H 1.32901 -1.25263 1.96774  0.77
H -1.41854 -2.16693 2.34207  0.43
H -0.08022 -3.23521 1.84854  0.42
H -3.41617 -2.16778 0.72688  0.48
H -3.27569 -1.78184 -0.98845  0.48
H -2.47653 0.07231 1.35036  0.28
H -3.85343 0.29590 0.25529  0.55
F 1.14414 -2.99414 -1.98070  -0.13
B 0.71076 -1.77335 -2.09719  0.62
F 0.30428 -1.25224 -3.21953  -0.17

The value obtained for the energy relative to the best compared isomer or geometry (same formula, charge and spin) is 2.072 eV. As for the largest force on an atom: 0.620 eV/A. Its charge is +2.

***

[3]
Entry from the OMol25 dataset: a molecular structure, C8H16BF3IO4S (the ωB97M-V functional and the def2-TZVPD basis).

Last column: Mulliken charge in e.
Cartesian coordinates (Å):
C -3.76753 3.40354 3.41819  -0.94
C -2.73915 2.74084 4.34485  -0.66
C -1.49395 2.19897 3.65803  -0.56
I -0.35847 3.62831 2.57563  0.24
S -1.87846 0.73280 2.60706  0.01
B -1.75461 1.18279 0.68392  0.49
O -2.43733 2.25612 0.26115  -0.37
O -1.07171 0.28754 -0.01368  -0.30
C 0.22226 -0.24072 0.34147  -0.56
H -3.37003 3.54795 2.41152  0.26
H -4.05623 4.38314 3.79036  0.32
H -4.67629 2.80787 3.33492  0.33
H -3.20554 1.88973 4.85264  0.40
H -2.40064 3.41251 5.13336  0.39
H -0.79463 1.78751 4.37981  0.58
H -3.22057 0.72046 2.67514  0.24
H -3.04863 2.14275 -0.48062  0.32
H 0.21180 -1.31633 0.19205  0.27
H 0.95787 0.20520 -0.32173  0.19
H 0.47962 -0.02024 1.37832  0.36
C 1.37317 -1.10615 -3.77432  -0.75
C 1.71505 -2.50422 -4.23376  -0.27
O 3.06336 -2.85663 -3.84000  -0.32
C 3.21863 -3.18818 -2.57177  0.38
O 2.37992 -3.20631 -1.71622  -0.53
C 4.69060 -3.59750 -2.30576  0.89
F 5.53977 -2.72720 -2.86095  -0.24
F 4.91864 -4.80934 -2.82694  -0.25
F 4.92141 -3.64299 -0.99567  -0.24
H 2.08629 -0.37737 -4.15852  0.31
H 0.37660 -0.83132 -4.12025  0.38
H 1.38374 -1.06869 -2.68586  0.01
H 1.70750 -2.59602 -5.31617  0.33
H 1.02753 -3.23883 -3.81619  0.32

As for the electronic energy: -44505.5672 eV. As for the largest force on an atom: 0.988 eV/A. Its charge is +1.

***

[4]
Entry from the OMol25 dataset: a molecular structure, C8H16BaO14 (the ωB97M-V functional and the def2-TZVPD basis).

Last column: Mulliken charge in e.
Cartesian coordinates (Å):
Ba -0.07541 0.22738 -0.02493  1.74
O -2.38828 -1.69575 2.83063  -0.52
C -1.44514 -0.97994 3.38846  0.53
O -0.69787 -0.39191 2.58722  -0.55
O -1.42795 -0.74239 4.59195  -0.78
H -2.10480 -1.71677 1.91369  0.45
O 3.81126 2.17122 1.08348  -0.52
C 2.51872 1.88759 0.94425  0.78
O 2.02365 1.89583 -0.19120  -0.81
O 1.86920 1.66083 1.98484  -0.62
H 4.06071 2.17095 0.15645  0.27
O -2.44341 4.44761 0.87310  -0.47
C -1.73828 3.55734 1.53226  0.48
O -1.39120 3.88999 2.69025  -0.76
O -1.48880 2.42903 1.05750  -0.57
H -2.73241 5.11198 1.50295  0.28
O -2.10242 -3.68189 -1.44781  -0.50
C -1.57055 -2.53600 -1.09464  0.77
O -0.70766 -2.05532 -1.88247  -0.84
O -1.81695 -1.91114 -0.04716  -0.82
H -1.63396 -3.65694 -2.28537  0.31
C -1.03949 0.94389 -4.30456  -1.01
C -0.85930 2.06218 -3.21171  -0.13
O -1.61432 1.57268 -2.19768  -0.32
H -1.98525 0.96926 -4.84583  0.33
H -1.01456 -0.08549 -3.94699  0.21
H -0.32451 0.94963 -5.12728  0.37
H -1.22456 2.98463 -3.66311  0.32
H 0.17293 2.08825 -2.86252  0.14
H -2.37822 2.14707 -2.10754  0.18
C 2.19396 -3.28410 1.85227  -1.23
C 2.77478 -1.97932 1.30998  -0.13
O 1.99467 -1.64826 0.25904  -0.33
H 2.75445 -3.72281 2.67778  0.38
H 2.37966 -4.09434 1.14719  0.41
H 1.16911 -3.24069 2.22094  0.25
H 3.77674 -2.16397 0.92260  0.21
H 2.72789 -1.17039 2.03905  0.32
H 1.97755 -2.40993 -0.32506  0.17

The value obtained for the energy relative to the best compared isomer or geometry (same formula, charge and spin) is 0.893 eV. As for the largest force on an atom: 5.611 eV/A. Its charge is -2.

***

[5]
Entry from the OMol25 dataset: 4 unconnected molecules or ions with the total composition C8H16Br8 (the ωB97M-V functional and the def2-TZVPD basis).

Last column: Mulliken charge in e.
Cartesian coordinates (Å):
Br 4.67177 18.94760 6.50071  -0.15
C 3.00874 19.86356 6.89680  -0.60
C 2.70801 19.72144 8.42232  -0.18
Br 1.11532 20.68878 8.96678  -0.14
H 2.18733 19.42109 6.33323  0.37
H 3.08819 20.90278 6.57773  0.39
H 3.56760 20.19016 8.90140  0.38
H 2.50046 18.68455 8.68666  -0.11
Br -4.70619 21.15073 9.12224  -0.18
C -4.00161 19.38885 9.79143  -0.60
C -2.57789 19.10552 9.22541  -0.51
Br -1.97647 17.28379 9.74360  -0.08
H -4.71903 18.57922 9.65761  0.40
H -3.87357 19.49349 10.86882  0.36
H -1.85300 19.80581 9.64042  0.25
H -2.49855 19.17161 8.14031  0.40
Br 3.04245 15.13490 12.67320  -0.16
C 1.29203 14.52583 11.97553  -0.77
C 0.53222 15.75222 11.49612  -0.25
Br 1.56654 16.57056 10.02719  -0.10
H 0.66251 14.08298 12.74733  0.42
H 1.43901 13.77321 11.20089  0.43
H 0.56044 16.41738 12.35918  0.41
H -0.47725 15.52640 11.15251  0.00
Br -1.76864 12.91408 10.74468  -0.15
C -2.79363 13.06577 9.11630  -0.55
C -3.31799 11.65545 8.62902  -0.60
Br -4.11736 11.69753 6.83930  -0.16
H -2.14445 13.50555 8.35916  0.36
H -3.55317 13.80963 9.35687  0.38
H -4.01634 11.17715 9.31578  0.38
H -2.42897 11.03633 8.50886  0.35

The value obtained for the energy relative to the best compared isomer or geometry (same formula, charge and spin) is 0.820 eV. The SMILES is BrCCBr.BrCCBr.BrCCBr.BrCCBr. As for the largest force on an atom: 1.604 eV/A.

***

[6]
Entry from the OMol25 dataset: 4 unconnected molecules or ions with the total composition C8H16Br8 (the ωB97M-V functional and the def2-TZVPD basis).

Last column: Mulliken charge in e.
Cartesian coordinates (Å):
Br -2.94560 10.50109 -9.09738  -0.11
C -3.26728 11.38041 -7.36415  -0.55
C -4.63211 12.03405 -7.31215  -0.49
Br -5.98246 10.67836 -7.19670  -0.10
H -2.51555 12.16680 -7.24321  0.44
H -3.07470 10.77674 -6.47912  0.21
H -4.86610 12.68706 -8.14791  0.28
H -4.70178 12.65255 -6.41719  0.37
Br -1.84431 11.06920 -4.09400  -0.11
C -1.99213 11.92686 -2.35452  -0.61
C -1.05666 11.32178 -1.32158  -0.56
Br -1.13912 12.41279 0.29804  -0.15
H -3.01476 11.97496 -1.99143  0.41
H -1.64268 12.94012 -2.53134  0.37
H -0.04121 11.46484 -1.68512  0.33
H -1.19999 10.28401 -1.04763  0.38
Br -9.63345 10.27780 -10.05195  -0.14
C -9.23071 9.34756 -8.42606  -0.40
C -9.86964 7.93652 -8.44692  -0.65
Br -9.55973 7.10972 -6.69269  -0.17
H -9.68905 9.80512 -7.54705  0.41
H -8.17067 9.27440 -8.21554  0.10
H -9.28409 7.35386 -9.15617  0.37
H -10.91384 7.94919 -8.72907  0.43
Br -6.01567 12.64414 -11.08772  -0.16
C -6.27328 10.68746 -11.16154  -0.34
C -5.16253 10.06242 -11.97615  -0.51
Br -5.61663 8.13432 -12.15025  -0.18
H -7.19320 10.49230 -11.70570  0.37
H -6.35385 10.30888 -10.14951  0.16
H -4.15888 10.13100 -11.55887  0.18
H -5.03495 10.50158 -12.96386  0.42

The value obtained for the energy relative to the best compared isomer or geometry (same formula, charge and spin) is 0.556 eV. The SMILES is BrCCBr.BrCCBr.BrCCBr.BrCCBr. As for the largest force on an atom: 2.275 eV/A.